{
  "formula": "C36H64F5N2O32S",
  "method": "ωB97M-V/def2-TZVPD",
  "e_lumo_ev": -5.874,
  "charge": 1,
  "energy_ev": -131284.031,
  "homo_energy_ev": -11.77,
  "symbols": ["O", "S", "O", "C", "C", "C", "N", "N", "C", "C", "F", "F", "C", "F", "F", "F", "H", "H", "H", "H", "C", "O", "C", "O", "O", "C", "H", "H", "H", "H", "H", "H", "C", "O", "C", "O", "O", "C", "H", "H", "H", "H", "H", "H", "C", "O", "C", "O", "O", "C", "H", "H", "H", "H", "H", "H", "C", "O", "C", "O", "O", "C", "H", "H", "H", "H", "H", "H", "C", "O", "C", "O", "O", "C", "H", "H", "H", "H", "H", "H", "C", "O", "C", "O", "O", "C", "H", "H", "H", "H", "H", "H", "C", "O", "C", "O", "O", "C", "H", "H", "H", "H", "H", "H", "C", "O", "C", "O", "O", "C", "H", "H", "H", "H", "H", "H", "C", "O", "C", "O", "O", "C", "H", "H", "H", "H", "H", "H", "C", "O", "C", "O", "O", "C", "H", "H", "H", "H", "H", "H"],
  "xyz": [[-0.127, -3.304, -2.657], [-0.975, -2.222, -2.969], [-1.398, -1.363, -1.924], [-0.220, -1.160, -4.193], [0.158, 0.086, -3.829], [0.705, 0.841, -4.839], [0.842, 0.396, -6.052], [0.505, -0.831, -6.434], [-0.014, -1.562, -5.505], [-2.504, -2.831, -3.826], [-2.297, -3.988, -4.392], [-2.731, -1.928, -4.804], [-3.743, -2.848, -2.896], [-4.719, -3.405, -3.585], [-3.484, -3.584, -1.844], [-4.096, -1.643, -2.563], [0.021, 0.453, -2.832], [1.033, 1.846, -4.652], [1.245, 0.996, -6.764], [-0.305, -2.551, -5.799], [5.428, 3.629, -5.629], [4.951, 4.713, -6.431], [3.647, 4.762, -6.653], [2.820, 3.946, -6.304], [3.394, 5.850, -7.360], [2.020, 6.051, -7.703], [6.507, 3.739, -5.602], [5.039, 3.691, -4.616], [5.180, 2.668, -6.074], [1.412, 6.154, -6.807], [1.654, 5.230, -8.316], [1.980, 6.972, -8.274], [6.400, -0.886, -1.276], [7.624, -0.165, -1.362], [7.676, 0.754, -2.322], [6.808, 0.998, -3.123], [8.837, 1.382, -2.217], [9.043, 2.437, -3.164], [6.500, -1.560, -0.431], [5.582, -0.192, -1.083], [6.207, -1.470, -2.175], [8.293, 3.216, -3.039], [9.023, 2.048, -4.180], [10.026, 2.847, -2.953], [7.047, -3.945, 0.734], [5.616, -4.012, 0.800], [5.115, -5.243, 0.655], [5.752, -6.242, 0.471], [3.788, -5.158, 0.730], [3.107, -6.409, 0.567], [7.311, -2.899, 0.864], [7.494, -4.535, 1.530], [7.403, -4.290, -0.234], [3.389, -7.112, 1.346], [3.321, -6.828, -0.414], [2.046, -6.194, 0.646], [0.028, -2.770, 1.923], [0.376, -3.973, 2.605], [0.440, -3.857, 3.932], [0.222, -2.853, 4.556], [0.789, -5.035, 4.435], [0.900, -5.057, 5.863], [0.022, -3.008, 0.862], [-0.960, -2.420, 2.219], [0.768, -2.001, 2.105], [-0.054, -4.816, 6.326], [1.668, -4.363, 6.198], [1.185, -6.068, 6.136], [-2.518, -5.457, 11.429], [-3.422, -4.557, 10.781], [-3.283, -4.495, 9.461], [-2.489, -5.111, 8.801], [-4.180, -3.628, 8.991], [-4.144, -3.457, 7.572], [-2.744, -5.405, 12.489], [-2.669, -6.474, 11.074], [-1.487, -5.151, 11.262], [-4.357, -4.397, 7.067], [-3.177, -3.071, 7.255], [-4.915, -2.736, 7.319], [3.904, 4.882, 3.105], [3.853, 3.522, 2.656], [5.017, 2.881, 2.736], [6.059, 3.343, 3.110], [4.840, 1.636, 2.290], [6.032, 0.842, 2.331], [2.901, 5.280, 2.988], [4.193, 4.929, 4.152], [4.597, 5.460, 2.498], [6.379, 0.711, 3.353], [6.807, 1.300, 1.719], [5.781, -0.130, 1.922], [-6.804, -1.985, 9.174], [-7.170, -0.861, 8.365], [-8.465, -0.801, 8.066], [-9.307, -1.587, 8.410], [-8.669, 0.283, 7.318], [-10.030, 0.473, 6.925], [-5.738, -1.921, 9.349], [-7.318, -1.952, 10.132], [-7.026, -2.917, 8.659], [-10.668, 0.597, 7.797], [-10.378, -0.365, 6.324], [-10.052, 1.379, 6.328], [-7.493, 3.160, -5.086], [-7.352, 1.938, -5.820], [-6.296, 1.214, -5.491], [-5.470, 1.490, -4.656], [-6.288, 0.113, -6.245], [-5.191, -0.750, -5.971], [-8.392, 3.646, -5.450], [-7.607, 2.960, -4.024], [-6.639, 3.813, -5.256], [-5.230, -1.094, -4.943], [-4.248, -0.241, -6.165], [-5.282, -1.603, -6.639], [-13.300, 3.707, -2.007], [-12.706, 2.453, -1.657], [-11.755, 2.046, -2.489], [-11.372, 2.630, -3.469], [-11.291, 0.876, -2.050], [-10.262, 0.321, -2.867], [-14.050, 3.911, -1.249], [-12.555, 4.499, -2.003], [-13.777, 3.646, -2.983], [-9.403, 0.989, -2.906], [-10.630, 0.126, -3.873], [-9.967, -0.618, -2.409], [8.496, 3.745, 0.408], [9.745, 4.342, 0.057], [9.712, 5.044, -1.073], [8.752, 5.185, -1.787], [10.921, 5.554, -1.281], [11.037, 6.339, -2.470], [8.654, 3.200, 1.333], [7.737, 4.507, 0.571], [8.175, 3.052, -0.369], [10.367, 7.195, -2.432], [10.824, 5.736, -3.351], [12.064, 6.685, -2.508]],
  "lowdin_charge": [-0.200, 0.760, -0.221, -0.177, 0.062, 0.037, 0.114, 0.172, -0.051, -0.474, 0.188, 0.109, -0.649, 0.212, 0.223, 0.226, 0.147, 0.161, 0.199, 0.145, -0.026, 0.019, -0.629, 0.075, 0.020, -0.030, 0.095, 0.099, 0.094, 0.097, 0.094, 0.098, -0.033, 0.010, -0.629, 0.112, 0.006, -0.028, 0.061, 0.100, 0.102, 0.083, 0.100, 0.099, -0.039, -0.008, -0.626, 0.136, 0.000, -0.029, 0.075, 0.103, 0.103, 0.101, 0.097, 0.090, -0.040, -0.001, -0.628, 0.127, 0.007, -0.026, 0.082, 0.099, 0.096, 0.095, 0.099, 0.095, -0.034, 0.011, -0.622, 0.123, -0.021, -0.031, 0.094, 0.098, 0.098, 0.102, 0.101, 0.081, -0.032, 0.005, -0.627, 0.126, 0.005, -0.029, 0.093, 0.100, 0.096, 0.103, 0.085, 0.085, -0.039, 0.008, -0.628, 0.128, 0.003, -0.040, 0.078, 0.104, 0.100, 0.098, 0.097, 0.092, -0.024, 0.018, -0.626, 0.114, 0.018, -0.058, 0.099, 0.094, 0.097, 0.073, 0.089, 0.103, -0.034, 0.010, -0.628, 0.118, 0.009, -0.041, 0.094, 0.097, 0.098, 0.087, 0.100, 0.093, -0.028, 0.022, -0.635, 0.101, 0.012, -0.032, 0.096, 0.101, 0.081, 0.099, 0.093, 0.096]
}